1.
ORCA calculation (the ωB97M-V functional and the def2-TZVPD basis) on the molecule C3H4FI.

Properties
- gap between HOMO and LUMO (eV) = 9.3207
- SMILES = C/C(I)=C/F
- HOMO level (Ha) = -0.3181

Geometry as ORCA input:
```
! wB97M-V def2-TZVPD RIJCOSX def2/J DEFGRID3
* xyz 0 1
I -2.45 0.67 -0.12
F -1.28 -2.30 0.16
C -0.26 -1.42 0.08
C -0.46 0.03 -0.05
C 0.69 1.06 0.00
H 0.81 -1.66 -0.06
H 1.19 0.88 -0.96
H 1.27 0.57 0.81
H 0.50 2.17 0.13
*
```


2.
ORCA calculation (the ωB97M-V functional and the def2-TZVPD basis) on a cluster of 2 separate species, C3H4FI in total.

Properties
- gap between HOMO and LUMO (eV) = 10.5009
- SMILES = FC1=CC1.I
- HOMO level (Ha) = -0.3612

Geometry as ORCA input:
```
! wB97M-V def2-TZVPD RIJCOSX def2/J DEFGRID3
* xyz 0 1
I -3.16 0.92 -0.24
F -0.40 -1.78 -0.41
C 0.39 0.58 0.01
C 1.65 -0.44 0.16
C 0.48 -0.87 -0.16
H 0.09 0.97 0.95
H -1.77 0.13 0.14
H 0.07 1.26 -0.76
H 2.66 -0.76 0.31
*
```


It comes down to 1, which is 1.758 eV more stable than the next structure.


1.
ORCA calculation (the ωB97M-V functional and the def2-TZVPD basis) on a cluster of 2 separate species, C17H18N2O3S in total.

Properties
- gap between HOMO and LUMO (eV) = 7.7331
- SMILES = O=C(O)CN1c2ccccc2Sc2ccccc21.CN(C)C=O
- HOMO level (Ha) = -0.2770

Geometry as ORCA input:
```
! wB97M-V def2-TZVPD RIJCOSX def2/J DEFGRID3
* xyz 0 1
S -2.35 1.53 0.43
O 0.99 -4.07 -0.97
O 4.68 1.52 0.36
O 3.48 1.66 2.37
N 0.97 1.59 1.23
N -0.97 -3.91 -2.16
C 0.14 0.42 1.51
C 2.10 1.28 0.30
C -1.30 -2.32 2.15
C 1.16 4.09 0.66
C -0.88 5.61 -0.28
C 0.19 -4.51 -1.78
C -1.87 -4.50 -3.13
C -1.36 0.20 1.21
C -1.20 2.96 0.37
C -1.31 -2.62 -1.57
C 0.89 -0.81 2.16
C 3.48 1.52 1.13
C 0.61 5.45 0.16
C -2.10 -1.14 1.53
C -1.77 4.33 -0.13
C 0.20 -2.15 2.48
C 0.28 2.79 0.78
H 2.08 1.90 -0.67
H -2.84 -4.65 -2.66
H 0.86 -2.99 2.92
H -2.87 4.47 -0.44
H 0.36 -5.48 -2.28
H -1.97 -3.82 -3.98
H -1.79 -3.33 2.37
H -0.52 -1.90 -1.80
H 1.35 6.33 0.08
H 2.27 4.06 0.95
H 2.00 -0.71 2.40
H -1.31 6.59 -0.69
H 4.56 2.21 -0.34
H 2.12 0.18 -0.05
H -1.48 -5.46 -3.48
H -1.39 -2.73 -0.49
H -3.22 -1.28 1.33
H -2.26 -2.26 -1.97
*
```


2.
ORCA calculation (the ωB97M-V functional and the def2-TZVPD basis) on the molecule C17H18N2O3S.

Properties
- gap between HOMO and LUMO (eV) = 8.5388
- SMILES = CCN(CC)CC(=O)Nc1scc2c1c(=O)oc1ccccc12
- HOMO level (Ha) = -0.3007

Geometry as ORCA input:
```
! wB97M-V def2-TZVPD RIJCOSX def2/J DEFGRID3
* xyz 0 1
S 0.14 2.39 0.08
O 0.34 -2.10 -0.83
O 2.52 -1.89 -0.44
O -2.34 2.12 -0.36
N -4.41 -0.08 0.28
N -1.27 0.18 -0.61
C 4.72 0.92 0.50
C 3.54 0.24 0.17
C -0.05 0.73 -0.30
C 1.27 -1.37 -0.53
C -6.34 -1.36 -0.76
C 4.82 -1.80 -0.06
C 3.61 -1.13 -0.11
C -2.40 0.94 -0.62
C 1.85 2.16 0.31
C 5.98 -1.11 0.27
C -4.43 -1.32 2.42
C 5.92 0.25 0.55
C -3.82 -1.16 1.04
C -3.68 0.19 -0.95
C -5.85 -0.17 0.07
C 2.24 0.87 0.10
C 1.14 0.03 -0.26
H 4.84 -2.85 -0.28
H 4.67 1.97 0.71
H -6.16 0.76 -0.41
H -2.76 -0.91 1.17
H -4.28 0.85 -1.57
H 2.45 3.00 0.58
H 6.92 -1.64 0.30
H -3.86 -2.12 0.50
H -3.81 -1.97 3.02
H -3.44 -0.72 -1.52
H -1.24 -0.82 -0.82
H -6.32 -0.19 1.06
H -4.50 -0.35 2.91
H -5.43 -1.76 2.37
H 6.83 0.78 0.80
H -7.42 -1.31 -0.86
H -5.90 -1.34 -1.75
H -6.08 -2.30 -0.28
*
```


It comes down to 2, which is 9.168 eV more stable than the next structure.


1.
ORCA calculation (the ωB97M-V functional and the def2-TZVPD basis) on a structure of composition C2H7N4.

Properties
- gap between HOMO and LUMO (alpha / beta) (eV) = 8.3551 / 8.3575
- HOMO level (alpha / beta) (Ha) = -0.4658 / -0.4659

Geometry as ORCA input:
```
! wB97M-V def2-TZVPD RIJCOSX def2/J DEFGRID3
* xyz 1 1
N 1.78 0.26 -0.20
N -2.69 0.60 -0.11
N 1.30 1.46 -0.03
N -0.64 -0.76 -0.03
C -1.53 0.00 -0.12
C 0.63 -1.25 -0.05
H -2.87 1.45 -0.47
H 0.98 -1.67 0.83
H -3.30 0.19 0.57
H 2.39 -0.07 0.54
H 0.67 -2.03 -0.73
H 1.26 1.57 0.95
H 2.02 0.27 -1.17
*
```


2.
ORCA calculation (the ωB97M-V functional and the def2-TZVPD basis) on a cluster of 2 separate species, C2H7N4 in total.

Properties
- gap between HOMO and LUMO (eV) = 10.7813
- HOMO level (Ha) = -0.5244

Geometry as ORCA input:
```
! wB97M-V def2-TZVPD RIJCOSX def2/J DEFGRID3
* xyz 1 1
N -2.26 1.54 -2.03
N 1.62 0.04 0.29
N -1.01 0.36 -0.29
N 0.89 -0.77 1.01
C 1.14 -1.76 1.79
C -1.60 1.04 -0.99
H -0.17 -0.52 0.78
H -1.73 2.13 -2.58
H 2.17 -1.85 1.94
H -3.27 1.33 -2.31
H 1.23 0.84 -0.21
H 2.61 0.02 0.27
H 0.38 -2.39 2.34
*
```


It comes down to 2, which is 2.632 eV more stable than the next structure.


1.
ORCA calculation (the ωB97M-V functional and the def2-TZVPD basis) on the molecule C5H5ClO2.

Properties
- gap between HOMO and LUMO (eV) = 9.4067
- SMILES = Oc1coc(CCl)c1
- HOMO level (Ha) = -0.3188

Geometry as ORCA input:
```
! wB97M-V def2-TZVPD RIJCOSX def2/J DEFGRID3
* xyz 0 1
Cl -2.74 -1.23 -1.94
O 0.67 -0.74 -0.93
O 1.76 1.87 1.32
C 1.64 0.01 -0.34
C -0.49 -0.35 -0.33
C 1.04 1.03 0.37
C -0.42 0.77 0.38
C -1.86 -1.28 -0.37
H 2.70 1.82 1.31
H 2.70 -0.34 -0.66
H -1.04 1.46 1.05
H -1.42 -2.23 -0.27
H -2.54 -0.79 0.41
*
```


2.
ORCA calculation (the ωB97M-V functional and the def2-TZVPD basis) on the molecule C5H5ClO2.

Properties
- gap between HOMO and LUMO (eV) = 9.4939
- SMILES = C=C1OC=C(Cl)[C@@H]1O
- HOMO level (Ha) = -0.3249

Geometry as ORCA input:
```
! wB97M-V def2-TZVPD RIJCOSX def2/J DEFGRID3
* xyz 0 1
Cl 1.66 -2.72 -0.24
O 0.57 0.76 1.27
O -0.22 -0.53 -1.81
C -0.36 0.69 0.27
C -0.31 -0.65 -0.42
C 0.92 -1.23 0.26
C 1.35 -0.38 1.19
C -1.36 1.58 0.09
H -2.16 1.39 -0.68
H 0.30 0.26 -2.02
H 2.15 -0.45 1.91
H -1.22 -1.27 -0.25
H -1.31 2.55 0.44
*
```


It comes down to 2, which is 0.649 eV more stable than the next structure.